(1)
Formula: C50H128CdClIN8O18
Source: the Open Molecules 2025 dataset
Level of theory: wB97M-V/def2-TZVPD

Summary:
LUMO energy   -0.03 eV
Energy   -127876.5021 eV
Gap between HOMO and LUMO   8.25 eV

Last column: Löwdin charge in e.
CARTESIAN COORDINATES (ANGSTROEM)
Cd1 2.254 1.125 2.044  0.931
Cl1 4.241 1.772 0.998  -0.257
I1 0.081 0.162 0.807  -0.005
C1 1.929 3.588 7.931  -0.140
O1 1.461 4.595 7.086  -0.213
C2 0.408 5.502 7.475  -0.177
C3 -0.812 4.766 8.004  -0.220
N1 -1.482 4.124 6.864  -0.052
C4 -2.712 3.408 7.245  -0.198
C5 -3.190 2.541 6.140  -0.248
O2 -2.374 1.404 5.928  -0.174
C6 -2.877 0.562 4.847  -0.073
H1 2.915 3.351 7.533  0.091
H2 1.296 2.702 7.977  0.082
H3 2.082 3.935 8.953  0.092
H4 0.098 6.145 6.651  0.124
H5 0.814 6.138 8.262  0.117
H6 -1.563 5.446 8.405  0.123
H7 -0.490 4.102 8.807  0.107
H8 -0.792 3.518 6.442  0.086
H9 -3.483 4.151 7.447  0.124
H10 -2.473 2.897 8.178  0.120
H11 -3.357 3.137 5.242  0.105
H12 -4.202 2.200 6.356  0.124
H13 -2.718 0.938 3.836  0.063
H14 -3.930 0.290 4.911  0.082
H15 -2.341 -0.387 4.870  0.077
C7 0.341 -6.872 0.105  -0.113
O3 0.271 -5.983 1.168  -0.174
C8 -0.477 -4.845 0.942  -0.258
C9 -0.733 -4.083 2.218  -0.184
N2 -1.831 -4.734 2.979  -0.024
C10 -2.031 -4.053 4.261  -0.202
C11 -2.954 -4.889 5.174  -0.222
O4 -3.106 -4.266 6.439  -0.187
C12 -3.903 -5.028 7.294  -0.136
H16 0.827 -6.436 -0.768  0.080
H17 -0.667 -7.155 -0.201  0.085
H18 0.847 -7.754 0.496  0.096
H19 -1.383 -5.097 0.391  0.108
H20 0.053 -4.181 0.258  0.109
H21 -1.000 -3.044 2.023  0.082
H22 0.177 -4.059 2.817  0.115
H23 -2.673 -4.604 2.437  0.084
H24 -2.564 -3.103 4.235  0.100
H25 -1.120 -3.857 4.827  0.118
H26 -2.521 -5.868 5.377  0.120
H27 -3.918 -5.021 4.684  0.113
H28 -4.230 -4.602 8.242  0.088
H29 -3.415 -5.990 7.449  0.083
H30 -4.845 -5.299 6.816  0.080
C13 3.854 -1.611 1.644  -0.127
O5 2.909 -0.824 2.335  -0.449
C14 2.692 -1.284 3.678  -0.202
C15 1.962 -0.218 4.430  -0.210
N3 2.379 1.158 4.101  -0.156
C16 1.454 2.080 4.722  -0.206
C17 1.604 3.372 3.943  -0.133
O6 1.526 2.998 2.499  -0.412
C18 1.589 4.135 1.678  -0.117
H31 3.591 -1.388 0.610  0.072
H32 3.804 -2.691 1.784  0.099
H33 4.879 -1.270 1.794  0.080
H34 3.631 -1.506 4.183  0.132
H35 2.030 -2.146 3.763  0.128
H36 2.300 -0.386 5.453  0.132
H37 0.899 -0.426 4.306  0.116
H38 3.208 1.281 4.664  0.139
H39 1.702 2.189 5.778  0.105
H40 0.400 1.804 4.697  0.125
H41 2.583 3.696 4.296  0.134
H42 0.812 4.048 4.269  0.122
H43 2.523 4.660 1.878  0.096
H44 0.763 4.833 1.818  0.089
H45 1.587 3.869 0.621  0.066
C19 3.160 -4.321 -1.020  -0.139
O7 4.314 -3.590 -0.839  -0.242
C20 5.513 -4.387 -0.595  -0.148
C21 6.650 -3.323 -0.296  -0.189
N4 7.035 -2.350 -1.344  -0.035
C22 6.038 -1.262 -1.734  -0.164
C23 6.719 -0.246 -2.663  -0.189
O8 6.728 -0.772 -4.018  -0.203
C24 7.191 0.115 -4.990  -0.121
H46 2.985 -5.014 -0.197  0.082
H47 3.311 -4.979 -1.877  0.090
H48 2.359 -3.591 -1.134  0.082
H49 5.743 -4.896 -1.531  0.115
H50 5.429 -5.072 0.249  0.115
H51 7.520 -3.871 0.066  0.103
H52 6.380 -2.730 0.577  0.093
H53 7.276 -2.849 -2.189  0.096
H54 5.633 -0.702 -0.891  0.099
H55 5.209 -1.670 -2.312  0.089
H56 7.674 0.105 -2.273  0.125
H57 6.034 0.597 -2.579  0.097
H58 6.543 0.990 -5.048  0.066
H59 7.147 -0.389 -5.955  0.089
H60 8.215 0.465 -4.859  0.091
C25 -3.702 -6.000 -2.505  -0.079
O9 -4.555 -5.177 -3.361  -0.162
C26 -5.630 -4.649 -2.624  -0.257
C27 -5.399 -3.785 -1.386  -0.202
N5 -4.741 -2.500 -1.679  -0.027
C28 -4.421 -1.726 -0.479  -0.194
C29 -3.672 -2.483 0.614  -0.209
O10 -4.416 -3.432 1.342  -0.219
C30 -5.223 -2.909 2.364  -0.097
H61 -3.057 -5.471 -1.803  0.060
H62 -3.074 -6.607 -3.158  0.087
H63 -4.308 -6.634 -1.859  0.086
H64 -6.407 -5.378 -2.392  0.112
H65 -6.270 -4.123 -3.333  0.120
H66 -4.811 -4.366 -0.676  0.092
H67 -6.411 -3.737 -0.983  0.124
H68 -3.897 -2.725 -2.187  0.063
H69 -5.380 -1.272 -0.229  0.102
H70 -3.837 -0.893 -0.869  0.107
H71 -3.177 -1.752 1.253  0.105
H72 -2.947 -3.136 0.129  0.102
H73 -5.521 -3.632 3.124  0.085
H74 -6.166 -2.541 1.960  0.088
H75 -4.675 -2.155 2.929  0.077
C31 2.193 -1.280 -3.174  -0.083
O11 2.344 -0.647 -4.463  -0.198
C32 3.623 -0.840 -5.048  -0.207
C33 3.452 -0.678 -6.583  -0.158
N6 2.654 0.518 -6.999  -0.065
C34 2.448 0.583 -8.430  -0.200
C35 1.443 1.759 -8.719  -0.145
O12 0.115 1.247 -8.310  -0.224
C36 -0.952 2.180 -8.354  -0.121
H76 2.225 -2.369 -3.170  0.076
H77 1.250 -0.897 -2.784  0.071
H78 2.936 -0.956 -2.445  0.076
H79 3.991 -1.830 -4.778  0.119
H80 4.344 -0.162 -4.592  0.088
H81 2.873 -1.555 -6.875  0.110
H82 4.419 -0.645 -7.085  0.107
H83 1.811 0.489 -6.443  0.101
H84 2.178 -0.393 -8.832  0.114
H85 3.395 0.893 -8.873  0.095
H86 1.358 2.022 -9.774  0.114
H87 1.665 2.624 -8.094  0.106
H88 -0.492 3.014 -7.824  0.080
H89 -1.831 1.763 -7.863  0.084
H90 -1.368 2.559 -9.287  0.076
C37 -2.525 5.695 3.096  -0.131
O13 -3.148 5.039 2.011  -0.174
C38 -2.994 3.592 2.180  -0.185
C39 -3.162 2.890 0.807  -0.189
N7 -4.526 3.041 0.291  -0.048
C40 -4.749 2.364 -0.948  -0.210
C41 -6.112 2.714 -1.581  -0.263
O14 -5.988 3.970 -2.091  -0.199
C42 -7.091 4.374 -2.884  -0.082
H91 -3.104 5.563 4.010  0.078
H92 -2.577 6.780 2.996  0.085
H93 -1.476 5.449 3.259  0.071
H94 -3.759 3.350 2.919  0.098
H95 -2.101 3.228 2.689  0.103
H96 -3.044 1.814 0.938  0.076
H97 -2.340 3.147 0.139  0.106
H98 -4.736 4.017 0.139  0.112
H99 -4.683 1.280 -0.858  0.097
H100 -4.032 2.657 -1.715  0.118
H101 -6.872 2.721 -0.800  0.123
H102 -6.333 1.968 -2.344  0.125
H103 -7.104 3.719 -3.755  0.086
H104 -6.872 5.374 -3.259  0.091
H105 -7.978 4.276 -2.259  0.090
C43 0.007 2.673 -2.049  -0.145
O15 1.066 3.015 -2.929  -0.167
C44 2.291 2.533 -2.346  -0.229
C45 3.344 2.435 -3.445  -0.200
N8 3.765 3.802 -3.772  -0.036
C46 4.911 3.841 -4.722  -0.196
C47 4.807 3.076 -6.045  -0.222
O16 6.002 3.229 -6.855  -0.191
C48 5.861 2.562 -8.131  -0.103
H106 0.234 2.986 -1.030  0.041
H107 -0.041 1.584 -2.058  0.033
H108 -0.987 3.016 -2.335  0.082
H109 2.252 1.548 -1.882  0.086
H110 2.667 3.089 -1.487  0.094
H111 2.932 1.909 -4.306  0.101
H112 4.194 1.844 -3.103  0.106
H113 2.999 4.254 -4.249  0.101
H114 5.813 3.530 -4.195  0.111
H115 5.149 4.874 -4.976  0.112
H116 3.939 3.376 -6.632  0.115
H117 4.724 2.019 -5.793  0.078
H118 6.762 2.759 -8.712  0.083
H119 5.002 2.867 -8.728  0.076
H120 5.816 1.477 -8.041  0.068
C49 -5.679 0.690 2.338  -0.161
O17 -6.472 0.024 3.324  -0.128
H121 -5.943 0.267 1.369  0.060
H122 -5.879 1.759 2.404  0.077
H123 -4.605 0.506 2.308  0.058
H124 -7.370 0.307 3.139  0.076
C50 -1.236 -2.577 -2.306  -0.167
O18 -2.120 -2.636 -3.392  -0.106
H125 -1.178 -1.602 -1.822  0.049
H126 -1.537 -3.328 -1.575  0.053
H127 -0.247 -2.879 -2.650  0.069
H128 -1.733 -2.088 -4.079  0.089

***

(2)
Formula: C50H144Cs2F3O25
Source: the Open Molecules 2025 dataset
Level of theory: wB97M-V/def2-TZVPD

Summary:
LUMO energy   -2.25 eV
Energy   -114611.4439 eV
Net charge   +1
Gap between HOMO and LUMO   8.25 eV

Last column: Löwdin charge in e.
CARTESIAN COORDINATES (ANGSTROEM)
Cs1 -22.330 18.447 4.716  1.033
Cs2 -18.818 21.011 7.454  0.978
C1 -18.756 17.049 5.801  -0.454
O1 -19.832 16.325 5.315  -0.136
O2 -19.192 18.356 5.651  -0.367
C2 -18.079 16.589 7.188  -0.585
F1 -17.424 17.504 7.816  0.170
F2 -18.931 16.062 8.093  0.118
F3 -17.195 15.637 6.929  0.139
C3 -19.577 14.909 5.031  -0.207
C4 -20.730 14.419 4.185  -0.051
H1 -20.843 14.944 3.236  0.060
H2 -20.654 13.348 4.000  0.074
H3 -21.643 14.565 4.762  0.062
H4 -19.598 14.236 5.888  0.095
H5 -18.622 14.673 4.560  0.119
H6 -17.989 16.887 5.044  0.135
C5 -22.104 10.171 3.847  -0.063
C6 -21.267 10.450 5.100  -0.306
O3 -22.108 11.068 5.992  -0.091
H7 -21.475 9.637 3.135  0.078
H8 -22.501 11.102 3.441  0.054
H9 -22.943 9.511 4.067  0.081
H10 -20.453 11.119 4.823  0.086
H11 -20.896 9.536 5.565  0.116
H12 -21.789 11.031 6.897  0.041
C7 -20.621 13.352 8.370  -0.054
C8 -21.235 12.341 9.346  -0.271
O4 -21.361 11.136 8.620  -0.090
H13 -21.345 13.638 7.607  0.066
H14 -19.698 13.025 7.891  0.081
H15 -20.427 14.291 8.889  0.049
H16 -22.239 12.616 9.671  0.111
H17 -20.586 12.324 10.222  0.098
H18 -22.069 10.613 9.002  0.111
C9 -23.238 16.067 -2.424  -0.062
C10 -24.068 15.523 -1.241  -0.324
O5 -25.409 15.715 -1.622  -0.077
H19 -23.290 17.139 -2.611  0.079
H20 -23.547 15.567 -3.342  0.078
H21 -22.218 15.749 -2.209  0.053
H22 -23.989 16.196 -0.387  0.090
H23 -23.835 14.506 -0.926  0.096
H24 -25.931 15.168 -1.030  0.080
C11 -21.302 13.260 0.058  -0.078
C12 -19.816 13.556 0.259  -0.320
O6 -19.615 14.681 -0.513  -0.083
H25 -21.954 14.055 0.418  0.053
H26 -21.542 12.333 0.580  0.059
H27 -21.611 13.151 -0.981  0.079
H28 -19.195 12.699 0.001  0.110
H29 -19.539 13.833 1.276  0.100
H30 -19.743 14.476 -1.442  0.091
C13 -14.851 14.298 4.801  -0.080
C14 -13.388 14.582 5.003  -0.350
O7 -12.722 13.378 5.142  -0.052
H31 -15.136 13.906 5.777  0.063
H32 -14.898 13.504 4.056  0.069
H33 -15.433 15.177 4.525  0.057
H34 -13.182 15.339 5.759  0.113
H35 -13.078 15.004 4.047  0.106
H36 -12.872 12.869 4.342  0.088
C15 -16.810 15.927 10.781  -0.058
C16 -18.056 15.188 11.203  -0.323
O8 -17.708 13.903 11.605  -0.069
H37 -17.072 16.958 10.547  0.052
H38 -16.456 15.520 9.834  0.064
H39 -15.957 15.957 11.459  0.083
H40 -18.815 15.139 10.423  0.088
H41 -18.480 15.685 12.076  0.110
H42 -18.457 13.498 12.048  0.038
C17 -23.831 10.509 0.370  -0.082
C18 -24.550 9.206 -0.085  -0.289
O9 -25.623 9.520 -0.990  -0.083
H43 -23.472 10.979 -0.545  0.067
H44 -23.022 10.352 1.083  0.048
H45 -24.527 11.206 0.837  0.054
H46 -25.054 8.664 0.715  0.106
H47 -23.762 8.586 -0.513  0.107
H48 -25.388 9.204 -1.866  0.078
C19 -25.921 14.017 6.841  -0.052
C20 -24.773 13.005 6.814  -0.283
O10 -23.826 13.373 5.833  -0.130
H49 -25.576 15.050 6.794  0.066
H50 -26.511 13.772 7.724  0.080
H51 -26.574 13.877 5.980  0.078
H52 -25.081 12.015 6.478  0.122
H53 -24.249 12.898 7.764  0.104
H54 -23.201 12.647 5.765  0.049
C21 -16.083 16.834 1.788  -0.091
C22 -15.773 17.592 0.552  -0.278
O11 -14.793 18.552 0.919  -0.077
H55 -15.189 16.409 2.244  0.074
H56 -16.818 16.046 1.623  0.073
H57 -16.530 17.471 2.552  0.064
H58 -16.695 18.036 0.176  0.114
H59 -15.222 16.960 -0.143  0.114
H60 -14.869 19.247 0.262  0.102
C23 -19.597 17.526 1.488  -0.043
C24 -21.115 17.286 1.329  -0.335
O12 -21.677 18.532 1.199  -0.096
H61 -19.314 17.976 2.440  0.064
H62 -19.134 18.121 0.701  0.084
H63 -19.091 16.561 1.466  0.054
H64 -21.576 16.695 2.120  0.075
H65 -21.408 16.771 0.415  0.101
H66 -22.624 18.542 1.353  0.077
C25 -20.866 17.542 11.029  -0.057
C26 -20.058 18.435 10.087  -0.302
O13 -20.528 19.768 10.206  -0.107
H67 -21.885 17.323 10.710  0.066
H68 -20.864 17.969 12.032  0.084
H69 -20.354 16.605 11.249  0.036
H70 -20.076 17.987 9.094  0.099
H71 -19.010 18.443 10.387  0.101
H72 -20.043 20.171 10.930  0.082
C27 -15.730 19.609 4.330  -0.061
C28 -14.695 18.462 4.516  -0.300
O14 -13.722 18.576 3.500  -0.073
H73 -15.264 20.565 4.568  0.079
H74 -16.577 19.404 4.985  0.051
H75 -16.147 19.688 3.326  0.051
H76 -15.192 17.496 4.424  0.072
H77 -14.226 18.463 5.500  0.106
H78 -14.226 18.552 2.683  0.017
C29 -18.879 7.911 7.750  -0.063
C30 -18.546 9.182 8.543  -0.269
O15 -17.430 9.895 7.963  -0.098
H79 -18.015 7.261 7.612  0.084
H80 -19.340 8.216 6.810  0.054
H81 -19.655 7.382 8.303  0.073
H82 -18.306 9.022 9.594  0.112
H83 -19.420 9.833 8.529  0.083
H84 -17.391 10.791 8.305  0.029
C31 -15.845 12.851 0.685  -0.068
C32 -14.503 13.640 0.500  -0.323
O16 -13.366 12.883 0.235  -0.051
H85 -16.138 12.366 -0.246  0.069
H86 -16.719 13.366 1.084  0.048
H87 -15.758 12.003 1.364  0.049
H88 -14.301 14.181 1.425  0.091
H89 -14.639 14.374 -0.294  0.102
H90 -13.565 12.446 -0.596  0.087
C33 -14.778 12.996 9.338  -0.046
C34 -16.101 12.792 8.629  -0.336
O17 -17.109 12.254 9.418  -0.083
H91 -14.061 13.560 8.742  0.074
H92 -14.393 12.016 9.618  0.086
H93 -14.952 13.549 10.262  0.061
H94 -15.980 12.265 7.683  0.103
H95 -16.562 13.715 8.279  0.091
H96 -17.331 12.945 10.046  0.045
C35 -12.915 17.085 8.774  -0.066
C36 -13.372 16.941 10.278  -0.308
O18 -12.223 16.896 11.073  -0.067
H97 -12.359 16.192 8.489  0.071
H98 -12.288 17.966 8.637  0.074
H99 -13.814 17.275 8.187  0.051
H100 -14.005 16.065 10.423  0.080
H101 -13.931 17.807 10.632  0.092
H102 -11.688 16.153 10.786  0.087
C37 -17.467 11.414 3.473  -0.086
C38 -17.457 11.223 4.956  -0.363
O19 -17.444 9.866 5.142  -0.062
H103 -16.736 10.777 2.976  0.083
H104 -17.114 12.425 3.272  0.042
H105 -18.450 11.383 3.002  0.071
H106 -18.364 11.584 5.441  0.098
H107 -16.559 11.712 5.334  0.100
H108 -17.559 9.725 6.085  0.032
C39 -22.811 16.428 7.887  -0.056
C40 -23.736 17.583 8.318  -0.285
O20 -23.920 18.358 7.163  -0.235
H109 -21.916 16.707 7.331  0.055
H110 -23.295 15.726 7.208  0.059
H111 -22.487 15.883 8.774  0.068
H112 -23.253 18.193 9.082  0.099
H113 -24.696 17.329 8.767  0.121
H114 -24.552 19.061 7.332  0.092
C41 -18.840 22.212 2.618  -0.065
C42 -19.080 20.750 2.837  -0.356
O21 -19.718 20.646 4.045  -0.152
H115 -18.448 22.333 1.609  0.081
H116 -18.116 22.599 3.335  0.077
H117 -19.727 22.842 2.693  0.076
H118 -18.174 20.145 2.787  0.101
H119 -19.751 20.337 2.084  0.099
H120 -19.497 19.842 4.521  -0.020
C43 -24.148 13.628 2.633  -0.078
C44 -24.596 15.052 2.952  -0.291
O22 -23.970 15.481 4.135  -0.148
H121 -24.558 13.330 1.667  0.062
H122 -24.466 12.917 3.395  0.074
H123 -23.069 13.532 2.515  0.056
H124 -25.672 14.957 3.099  0.113
H125 -24.322 15.742 2.154  0.100
H126 -24.122 14.779 4.772  0.015
C45 -15.025 20.097 8.957  -0.054
C46 -15.801 20.101 10.270  -0.300
O23 -16.985 20.824 10.019  -0.179
H127 -15.557 19.692 8.097  0.062
H128 -14.161 19.434 9.002  0.051
H129 -14.705 21.109 8.709  0.087
H130 -15.234 20.553 11.084  0.122
H131 -16.025 19.102 10.643  0.092
H132 -17.458 20.875 10.853  0.082
C47 -20.830 24.183 5.807  -0.082
C48 -21.475 23.741 7.121  -0.281
O24 -21.802 22.335 6.957  -0.159
H133 -19.894 23.684 5.557  0.057
H134 -20.699 25.265 5.788  0.084
H135 -21.475 23.892 4.977  0.079
H136 -22.310 24.422 7.287  0.113
H137 -20.802 23.827 7.974  0.105
H138 -22.339 22.198 6.173  0.075
C49 -21.440 14.851 13.502  -0.076
C50 -21.065 13.818 12.429  -0.284
O25 -19.913 13.052 12.839  -0.074
H139 -22.329 15.433 13.258  0.075
H140 -20.695 15.640 13.611  0.065
H141 -21.687 14.350 14.438  0.080
H142 -20.984 14.266 11.439  0.087
H143 -21.951 13.184 12.387  0.111
H144 -20.229 12.272 13.301  0.111